(1)
40
Properties=species:S:1:pos:R:3:forces:R:3 method="wB97M-V/def2-TZVPD" charge=+1 homo_lumo_gap_ha="0.2365 / 0.2265" homo_energy_ev="-12.18 / -12.42" spin_multiplicity=6 e_above_lowest_ev=0.182 energy_ev=-127728.33196
Mn -0.487 -0.545 0.100 -0.3 0.5 -0.3
Cl -3.438 4.278 3.482 0.0 0.0 0.0
C -3.085 3.115 2.315 0.0 0.0 0.0
C -4.078 2.792 1.319 0.0 0.2 0.2
Cl -5.578 3.594 1.343 0.0 0.0 0.0
C -3.819 1.851 0.366 0.1 -0.2 -0.2
Cl -4.925 1.410 -0.846 0.0 0.0 0.0
C -2.549 1.206 0.381 -0.2 0.0 -0.2
O -2.181 0.340 -0.482 0.3 -0.3 0.1
C -1.586 1.523 1.397 0.5 -0.5 -0.3
O -0.459 0.830 1.317 -0.1 0.2 0.3
C -1.838 2.480 2.341 0.0 0.3 0.4
Cl -0.642 2.834 3.516 -0.1 0.0 -0.1
F -0.878 -2.128 -0.863 -0.1 -0.1 -0.1
P -1.367 -3.251 0.550 0.1 0.1 0.1
F 0.055 -2.713 1.147 0.2 0.0 0.1
F -0.630 -4.391 -0.213 0.1 -0.1 -0.1
F -1.957 -1.812 1.171 -0.1 -0.1 0.0
F -1.735 -4.051 1.820 0.0 0.0 0.1
F -2.703 -3.454 -0.212 -0.2 0.0 -0.1
C 2.616 1.010 1.360 0.1 0.0 0.0
N 3.222 -0.195 0.783 0.1 0.0 0.1
C 4.365 -0.733 1.531 -0.1 0.0 0.0
C 2.557 -0.845 -0.180 -0.1 -0.2 0.2
O 1.319 -0.542 -0.381 -0.2 0.4 -0.1
N 3.090 -1.770 -0.974 0.1 -0.2 -0.1
C 2.218 -2.607 -1.811 0.0 0.0 0.1
C 4.522 -2.053 -1.096 -0.1 0.1 0.0
H 3.407 1.579 1.842 0.0 0.0 0.0
H 1.853 0.764 2.097 0.0 0.0 0.0
H 2.170 1.624 0.586 0.0 0.0 -0.1
H 4.237 -0.445 2.572 0.0 0.0 0.0
H 5.316 -0.335 1.185 0.0 0.0 0.0
H 4.383 -1.817 1.493 0.0 0.0 -0.1
H 1.328 -2.067 -2.106 0.0 0.1 0.0
H 1.921 -3.515 -1.285 0.0 0.0 0.0
H 2.771 -2.879 -2.704 0.0 0.0 0.0
H 5.118 -1.190 -0.828 0.0 0.1 0.0
H 4.726 -2.283 -2.138 0.0 0.0 0.0
H 4.820 -2.910 -0.492 0.0 0.0 0.0

***

(2)
28
Properties=species:S:1:pos:R:3:forces:R:3 method="wB97M-V/def2-TZVPD" charge=+2 homo_lumo_gap_ha="0.2780 / 0.2314" homo_energy_ev="-14.27 / -18.42" spin_multiplicity=6 e_above_lowest_ev=0.000 energy_ev=-32523.27689
Cl 1.577 -0.504 1.997 0.2 -0.6 0.6
C 2.461 1.955 -0.815 1.6 -0.2 -0.6
C 1.623 1.711 -1.978 0.8 -0.7 -1.1
C 1.578 0.278 -2.201 0.9 1.7 -1.9
H 1.193 2.486 -2.630 0.2 -0.5 0.4
C 2.397 -0.352 -1.196 1.5 -1.1 0.2
C 2.936 0.681 -0.340 0.1 0.7 -0.6
H 3.607 0.499 0.508 -0.2 0.2 -0.5
H 2.773 2.939 -0.443 -0.2 -0.5 -0.2
H 1.087 -0.238 -3.043 0.2 0.4 0.6
C 2.666 -1.826 -1.063 -0.5 0.9 0.2
Ir 0.563 0.829 -0.118 -1.2 -2.6 1.9
C -0.984 1.471 -1.076 -5.8 2.1 -4.3
C 0.000 1.799 1.363 -1.0 5.0 5.8
O -1.955 1.905 -1.546 3.3 -1.3 2.1
O -0.434 2.392 2.260 0.9 -2.1 -2.9
H 1.773 -2.381 -1.379 0.3 0.0 0.0
H 2.885 -2.035 -0.009 0.2 -0.2 -0.4
H 3.519 -2.128 -1.695 -0.2 0.1 0.1
C -4.134 -0.597 1.667 -0.2 0.7 -0.1
C -3.042 -1.656 1.578 -0.1 -0.4 0.2
C -1.827 -1.107 0.995 -1.0 -0.5 0.5
N -0.893 -0.622 0.549 -0.1 -1.0 0.0
H -3.783 0.253 2.259 -0.1 -0.1 0.0
H -5.043 -0.981 2.134 0.3 -0.1 -0.1
H -4.390 -0.230 0.670 -0.1 -0.1 0.1
H -2.783 -2.031 2.574 0.1 -0.1 -0.1
H -3.371 -2.509 0.975 0.2 0.0 0.0

***

(3)
30
Properties=species:S:1:pos:R:3:forces:R:3 method="wB97M-V/def2-TZVPD" charge=0 homo_lumo_gap_ha=0.3660 homo_energy_ev=-9.18 smiles="CCCn1nnc(NC(=O)c2ccccc2Cl)n1" spin_multiplicity=1 e_above_lowest_ev=0.000 energy_ev=-33621.82290
C 5.398 0.198 0.067 -0.2 -0.1 0.1
C 3.946 -0.129 0.384 0.1 0.1 -0.2
C 3.019 0.352 -0.736 0.8 0.0 0.2
N 1.657 0.033 -0.437 -0.9 -0.2 0.0
N 0.791 0.897 0.007 0.7 0.9 -0.1
N -0.319 0.274 0.210 -0.5 -0.3 0.3
C -0.094 -1.008 -0.134 1.2 0.7 -0.1
N -0.989 -2.035 -0.061 0.2 -0.7 0.0
C -2.343 -1.969 0.160 0.1 0.0 0.0
O -2.986 -2.978 0.323 -0.1 0.0 0.1
C -2.935 -0.600 0.178 -0.5 0.2 -0.1
C -3.560 -0.141 1.331 0.1 -0.1 -0.2
C -4.147 1.111 1.360 0.0 0.0 0.1
C -4.129 1.909 0.229 0.0 0.0 0.0
C -3.533 1.457 -0.935 0.1 -0.1 0.0
C -2.940 0.207 -0.955 -0.3 0.0 0.3
Cl -2.215 -0.357 -2.419 0.0 0.0 -0.3
N 1.161 -1.185 -0.542 -0.4 -0.6 -0.1
H 5.533 1.271 -0.046 0.1 0.1 0.0
H 6.044 -0.147 0.870 0.1 0.0 0.0
H 5.708 -0.287 -0.855 0.1 0.0 -0.1
H 3.652 0.353 1.319 -0.1 -0.1 0.0
H 3.823 -1.207 0.502 -0.1 0.0 0.0
H 3.285 -0.133 -1.678 -0.1 0.1 0.0
H 3.074 1.437 -0.845 0.0 -0.1 -0.1
H -0.598 -2.961 -0.187 -0.2 0.1 0.0
H -3.573 -0.777 2.203 0.0 -0.1 0.1
H -4.619 1.462 2.264 0.0 0.0 0.1
H -4.586 2.887 0.247 0.0 0.1 0.0
H -3.524 2.067 -1.825 0.0 0.0 -0.1

***

(4)
26
Properties=species:S:1:pos:R:3:forces:R:3 method="wB97M-V/def2-TZVPD" charge=0 homo_lumo_gap_ha=0.2861 homo_energy_ev=-7.64 spin_multiplicity=1 e_above_lowest_ev=6.578 energy_ev=-16623.47802
C -2.625 0.432 1.298 0.4 0.0 1.8
C -2.889 -0.348 0.024 -1.4 -3.2 -1.5
C -0.373 -0.861 -0.408 0.8 -1.2 -2.3
C 0.219 -2.098 -0.536 -1.6 3.5 1.0
C 1.495 -2.263 -0.231 5.4 -0.4 0.8
C 2.487 -1.271 0.026 -4.8 2.8 -0.1
C 1.920 0.065 -0.135 -0.5 -2.4 -0.6
C 2.147 2.289 -0.064 3.0 -0.9 -0.1
C 0.849 2.637 -0.531 2.2 -3.7 1.7
C 0.018 1.594 -0.587 -1.0 -3.9 -1.6
C 0.526 0.178 -0.491 1.9 4.7 2.5
H -1.680 -0.085 1.798 -0.9 1.8 -1.7
H -2.610 1.574 1.013 0.4 -2.1 1.6
H -3.237 0.053 2.269 0.2 1.7 -2.7
H -3.449 -1.410 0.634 1.7 2.3 -2.6
H -3.589 -0.034 -1.013 1.1 -0.3 4.0
H -2.048 -1.081 -1.708 1.9 1.1 2.3
H -0.221 -2.965 -0.785 -2.4 -2.6 -0.7
H 1.655 -3.301 -0.241 1.6 -1.2 0.3
H 4.078 -0.447 1.110 -2.6 -3.0 -3.0
H 2.922 3.003 0.125 -0.3 1.3 0.1
H 0.626 3.606 -0.436 -1.2 3.6 -0.4
H -1.029 1.497 -0.911 0.4 1.1 0.4
N -1.624 -0.535 -0.849 -6.0 -1.3 -1.5
N 2.763 1.099 0.087 -2.7 1.7 -0.3
O 3.668 -1.327 0.540 4.3 0.7 2.9

***

(5)
26
Properties=species:S:1:pos:R:3:forces:R:3 method="wB97M-V/def2-TZVPD" charge=+1 homo_lumo_gap_ha="0.2909 / 0.2926" homo_energy_ev="-11.86 / -11.52" spin_multiplicity=1 e_above_lowest_ev=3.848 energy_ev=-16062.41791
C -2.010 2.258 0.343 0.0 0.3 0.1
C -2.641 1.043 0.084 0.1 -0.3 0.0
C -0.639 2.462 0.209 0.3 -0.1 0.0
C -1.868 -0.027 -0.376 -0.1 0.4 -0.1
C -0.608 0.345 -0.652 2.1 -2.4 0.0
C 0.136 1.408 -0.288 -0.9 -0.1 -0.1
C -1.322 -2.308 0.387 0.3 -0.1 0.1
C 0.033 -2.308 0.418 -0.3 -0.4 0.4
C 2.364 0.324 -0.099 0.3 0.3 0.1
C -2.216 -1.504 -0.507 0.0 0.0 -0.2
C 0.915 -1.687 -0.511 -2.4 2.8 -0.7
N 1.550 1.367 -0.358 0.3 0.1 0.0
N 2.060 -0.980 -0.062 0.5 -0.2 0.4
N 3.647 0.638 0.172 -0.1 0.0 0.0
H -2.607 3.069 0.732 0.0 0.1 0.0
H -3.697 0.924 0.270 -0.2 0.0 0.1
H -0.180 3.383 0.532 0.0 0.2 0.1
H -1.825 -2.838 1.183 0.0 -0.1 0.1
H 0.505 -2.762 1.283 0.0 -0.1 0.1
H -3.258 -1.670 -0.244 0.0 0.0 -0.1
H -2.068 -1.778 -1.554 -0.2 0.0 0.0
H 0.679 -1.594 -1.559 0.3 -0.3 -0.2
H 1.989 2.279 -0.334 0.1 -0.2 0.0
H 2.756 -1.556 0.408 -0.1 0.2 -0.1
H 3.970 1.589 0.188 -0.1 0.0 0.1
H 4.336 -0.075 0.338 0.0 0.0 -0.1

***

(6)
24
Properties=species:S:1:pos:R:3:forces:R:3 method="wB97M-V/def2-TZVPD" charge=0 homo_lumo_gap_ha=0.2762 homo_energy_ev=-7.25 smiles="CC1=C(c2ccccc2)O[C@H]1C" spin_multiplicity=1 e_above_lowest_ev=3.035 energy_ev=-13645.59501
C 2.672 0.358 -0.312 1.1 -0.2 -2.3
C 1.300 0.891 -0.252 -6.1 -1.6 0.1
C -0.201 0.503 -0.209 6.6 3.1 -1.0
C -1.002 -0.692 -0.110 0.4 -2.1 1.0
C -0.229 -1.906 -0.138 -0.3 0.8 0.0
C -0.810 -3.113 0.101 0.1 -1.6 -0.4
C -2.134 -3.193 0.395 -2.0 0.1 2.3
C -2.936 -2.034 0.625 2.0 0.0 -1.4
C -2.381 -0.789 0.272 2.0 -0.9 -0.7
O -0.581 1.826 -0.474 -1.1 -0.9 -0.1
C 0.794 2.286 -0.618 -0.8 -0.8 1.3
C 0.975 3.490 0.314 0.6 -1.1 0.2
H 3.272 1.186 0.032 0.7 0.1 0.5
H 3.026 0.279 -1.435 -0.7 -0.1 1.8
H 2.999 -0.586 0.176 -0.8 0.7 -0.1
H 0.825 -2.031 -0.285 0.6 1.1 -0.3
H -0.306 -4.117 0.100 0.1 1.5 -0.2
H -2.406 -4.201 0.751 -0.7 0.7 -0.4
H -3.910 -2.071 1.044 -0.8 -0.2 0.0
H -2.883 0.138 0.184 -1.0 0.6 0.6
H 0.953 2.524 -1.667 0.1 0.2 -0.2
H 0.283 4.273 0.017 0.2 0.3 -0.3
H 2.057 3.791 0.124 -1.3 0.1 1.1
H 0.621 3.189 1.369 1.3 0.4 -1.5